A structure of composition C38H34AsCrI2N4O3. Source: the Open Molecules 2025 dataset; level of theory: ωB97M-V/def2-TZVPD.

Output
- Calculated total energy: -5788.4115 a.u.
- Molecular weight: 975.44 g mol⁻¹
- Orbital gap (spin up / spin down): 6.7700 / 6.3258 eV
- 2S+1: 4
- Net charge: +2
- HOMO energy (spin up / spin down): -0.47279 / -0.47256 Eh

```
83
C38H34AsCrI2N4O3 (ωB97M-V/def2-TZVPD)
Cr -1.235 0.732 1.070
O -0.033 3.042 -3.499
C -0.959 2.129 -3.821
C -1.115 1.858 -5.184
C -2.034 0.927 -5.608
C -2.834 0.235 -4.693
C -2.684 0.488 -3.352
C -1.746 1.426 -2.882
C -1.597 1.610 -1.443
O -2.225 0.830 -0.621
N -0.807 2.579 -0.981
N -0.907 2.542 0.371
C -0.891 3.552 1.156
C -1.378 3.259 2.504
C -1.460 4.216 3.501
C -2.041 3.867 4.712
C -2.517 2.578 4.881
C -2.398 1.671 3.837
N -1.845 1.991 2.667
H -0.035 3.191 -2.533
H -0.505 2.407 -5.886
H -2.144 0.738 -6.667
H -3.563 -0.480 -5.039
H -3.308 -0.012 -2.624
H -0.673 4.556 0.807
H -1.081 5.212 3.326
H -2.125 4.594 5.506
H -2.987 2.268 5.801
H -2.762 0.658 3.938
I -2.669 -1.636 2.028
C -4.708 -1.240 1.503
I -5.214 0.797 1.380
H -5.301 -1.716 2.277
H -4.853 -1.714 0.538
N 0.424 0.544 2.434
C 1.450 1.560 2.272
C 1.739 2.403 3.333
C 2.681 3.411 3.168
C 3.329 3.561 1.952
C 3.038 2.704 0.901
C 2.093 1.702 1.050
H 0.156 0.532 3.417
H 0.815 -0.375 2.217
H 1.241 2.275 4.287
H 2.913 4.066 3.995
H 4.065 4.342 1.826
H 3.543 2.818 -0.047
H 1.847 1.050 0.220
O -0.132 -0.493 0.067
As 0.740 -1.826 -0.480
C 1.969 -1.166 -1.772
C 3.066 -1.936 -2.148
C 3.915 -1.462 -3.137
C 3.664 -0.236 -3.739
C 2.568 0.525 -3.360
C 1.712 0.061 -2.373
C 1.675 -2.556 1.011
C 2.879 -1.964 1.394
C 3.512 -2.392 2.551
C 2.948 -3.406 3.314
C 1.751 -3.996 2.931
C 1.108 -3.572 1.777
C -0.479 -3.082 -1.215
C -1.711 -2.608 -1.655
C -2.585 -3.483 -2.282
C -2.227 -4.812 -2.460
C -0.995 -5.275 -2.018
C -0.111 -4.410 -1.394
H 3.269 -2.891 -1.677
H 4.771 -2.048 -3.437
H 4.328 0.126 -4.511
H 2.375 1.478 -3.833
H 0.851 0.649 -2.080
H 3.326 -1.181 0.790
H 4.448 -1.942 2.851
H 3.450 -3.745 4.210
H 1.325 -4.793 3.524
H 0.178 -4.040 1.472
H -1.972 -1.565 -1.508
H -3.541 -3.128 -2.641
H -2.909 -5.491 -2.950
H -0.723 -6.310 -2.163
H 0.852 -4.777 -1.058
```

These are the Löwdin partial charges, in e, on atoms 1 to 6: number 1, Cr, carries 0.6377; number 2, O, carries 0.0746; number 3, C, carries -0.2621; number 4, C, carries 0.0086; number 5, C, carries -0.0417; number 6, C, carries -0.0637



An isolated molecule of C20H23N5O3S2. Source: the Open Molecules 2025 dataset; level of theory: ωB97M-V/def2-TZVPD.

Output
- Calculated total energy: -2071.8684 a.u.
- Molecular weight: 445.57 g mol⁻¹
- Orbital gap: 8.6771 eV
- Net charge: 0
- HOMO energy: -0.29387 Eh
- Energy relative to the best compared isomer or geometry (same formula, charge and spin): 66.0 kJ/mol

```
53
C20H23N5O3S2 (ωB97M-V/def2-TZVPD)
C -1.236 -1.967 -2.510
C -1.177 -0.653 -3.278
H -0.424 -0.711 -4.070
H -2.150 -0.401 -3.705
O -0.866 0.441 -2.416
C 0.412 0.562 -2.045
O 1.293 -0.167 -2.470
C 0.648 1.591 -1.039
C 1.831 1.566 -0.322
N 2.884 0.726 -0.556
C 3.875 0.560 0.358
O 3.978 1.280 1.328
C 4.878 -0.532 0.045
H 5.677 -0.132 -0.582
H 5.301 -0.891 0.983
S 4.183 -1.939 -0.889
C 2.746 -2.155 0.055
N 1.733 -2.925 -0.277
N 0.851 -2.719 0.718
C 1.357 -1.834 1.602
N 2.554 -1.466 1.206
C 0.638 -1.284 2.789
N -0.418 -0.376 2.400
C -1.539 -0.798 1.710
C -2.029 -2.104 1.783
C -3.181 -2.460 1.105
C -3.870 -1.532 0.345
C -3.405 -0.227 0.287
C -2.256 0.136 0.958
H -1.895 1.152 0.915
H -3.942 0.511 -0.290
H -4.762 -1.819 -0.190
H -3.540 -3.477 1.172
H -1.533 -2.844 2.395
H -0.082 0.533 2.111
H 0.221 -2.095 3.393
H 1.361 -0.732 3.392
H -0.059 -3.156 0.694
H 2.754 0.108 -1.365
S 1.852 2.684 0.979
C 0.271 3.275 0.509
C -0.241 2.611 -0.563
C -1.538 2.957 -1.220
H -2.073 3.703 -0.640
H -2.158 2.073 -1.336
H -1.348 3.358 -2.214
C -0.342 4.392 1.283
H 0.308 4.666 2.109
H -0.483 5.269 0.650
H -1.313 4.106 1.687
H -0.247 -2.227 -2.138
H -1.925 -1.879 -1.672
H -1.577 -2.758 -3.172
```

These are the Löwdin partial charges, in e, on atoms 1 to 6: number 1, C, carries -0.0468; number 2, C, carries -0.1977; number 3, H, carries 0.1235; number 4, H, carries 0.1244; number 5, O, carries -0.0082; number 6, C, carries -0.4174



An isolated molecule of CH4N4S in a non-equilibrium geometry. Source: the Open Molecules 2025 dataset; level of theory: ωB97M-V/def2-TZVPD.

Output
- Calculated total energy: -657.4859 a.u.
- Molecular weight: 104.14 g mol⁻¹
- Orbital gap: 6.8749 eV
- Net charge: 0
- HOMO energy: -0.29513 Eh
- Energy relative to the best compared isomer or geometry (same formula, charge and spin): 498.3 kJ/mol

```
10
CH4N4S (ωB97M-V/def2-TZVPD)
C 0.994 -0.654 0.060
N -0.806 -0.598 -1.176
N -1.635 -1.199 0.845
N -0.016 0.098 -0.608
N -0.237 1.547 -0.512
S -0.336 -1.385 1.512
H 1.455 -1.473 -0.622
H 1.764 -0.012 0.626
H 0.082 1.959 0.415
H -1.265 1.717 -0.540
```

These are the Löwdin partial charges, in e, on atoms 1 to 6: number 1, C, carries -0.3000; number 2, N, carries 0.0307; number 3, N, carries -0.4130; number 4, N, carries -0.5536; number 5, N, carries 0.0616; number 6, S, carries 0.8251



A structure of composition C36H31BeNO6P. Source: the Open Molecules 2025 dataset; level of theory: ωB97M-V/def2-TZVPD.

Output
- Calculated total energy: -2252.9000 a.u.
- Molecular weight: 613.63 g mol⁻¹
- Orbital gap: 7.9752 eV
- Net charge: -1
- HOMO energy: -0.20388 Eh
- Energy relative to the best compared isomer or geometry (same formula, charge and spin): 93.0 kJ/mol

```
76
C36H31BeNO6P (ωB97M-V/def2-TZVPD)
Be 1.222 -0.505 -0.120
C 4.351 0.613 -1.749
N 3.835 0.132 -0.479
C 4.026 1.111 0.580
C 4.427 -1.126 -0.063
C 3.466 -1.996 0.715
C 3.962 -3.199 1.226
C 3.154 -4.057 1.950
C 1.827 -3.698 2.175
C 1.349 -2.511 1.641
C 2.137 -1.620 0.882
H 5.453 0.679 -1.746
H 3.942 1.599 -1.958
H 4.050 -0.067 -2.548
H 5.097 1.240 0.814
H 3.523 0.766 1.487
H 3.623 2.073 0.291
H 5.305 -0.925 0.574
H 4.804 -1.674 -0.931
H 5.003 -3.457 1.052
H 3.545 -4.996 2.325
H 1.166 -4.349 2.736
H 0.304 -2.267 1.823
O 3.101 4.023 -1.610
C 2.099 3.462 -1.176
O 1.768 2.235 -1.330
C 1.086 4.192 -0.333
C 1.067 5.576 -0.250
C 0.048 6.209 0.444
C -0.942 5.443 1.053
C -0.906 4.058 0.984
C 0.119 3.418 0.290
P 0.152 1.576 -0.004
C -0.813 1.166 1.600
C -2.139 0.944 1.986
C -2.482 0.688 3.312
C -1.514 0.648 4.301
C -0.188 0.857 3.948
C 0.144 1.100 2.625
C -1.016 1.507 -1.453
C -2.271 0.909 -1.376
C -3.115 0.836 -2.477
C -2.718 1.367 -3.693
C -1.463 1.947 -3.792
C -0.617 2.009 -2.693
H 1.851 6.130 -0.749
H 0.014 7.290 0.505
H -1.749 5.928 1.590
H -1.677 3.484 1.479
H -2.951 0.982 1.281
H -3.522 0.522 3.564
H -1.786 0.454 5.331
H 0.591 0.818 4.698
H 1.193 1.228 2.373
H -2.588 0.431 -0.475
H -4.076 0.345 -2.377
H -3.367 1.305 -4.558
H -1.121 2.345 -4.739
H 0.365 2.441 -2.805
O 0.101 -2.448 -2.795
C -0.357 -2.076 -1.732
O 0.159 -1.154 -0.983
C -1.628 -2.671 -1.195
C -2.181 -2.249 0.004
C -3.373 -2.794 0.497
C -3.959 -3.769 -0.268
O -5.123 -4.453 -0.020
C -5.253 -5.402 -1.082
O -4.208 -5.164 -2.021
C -3.409 -4.193 -1.460
C -2.249 -3.671 -1.958
H -1.677 -1.474 0.568
H -3.808 -2.463 1.431
H -6.218 -5.261 -1.569
H -5.159 -6.412 -0.677
H -1.809 -3.984 -2.894
```

These are the Löwdin partial charges, in e, on atoms 1 to 6: number 1, Be, carries 0.2653; number 2, C, carries -0.0884; number 3, N, carries -0.2705; number 4, C, carries -0.0910; number 5, C, carries -0.1894; number 6, C, carries -0.2277



A cluster of 14 separate species, C2H29O15 in total in a non-equilibrium geometry. Source: the Open Molecules 2025 dataset; level of theory: ωB97M-V/def2-TZVPD.

Output
- Calculated total energy: -1222.3017 a.u.
- Molecular weight: 293.24 g mol⁻¹
- Orbital gap: 8.7366 eV
- Net charge: -1
- HOMO energy: -0.24808 Eh
- Energy relative to the best compared isomer or geometry (same formula, charge and spin): 257.0 kJ/mol

```
46
C2H29O15 (ωB97M-V/def2-TZVPD)
C 10.394 -17.456 -10.695
C 10.323 -16.698 -9.329
O 10.633 -17.273 -8.269
O 10.014 -15.550 -9.346
H 11.406 -17.378 -11.092
H 9.632 -17.061 -11.367
H 10.126 -18.502 -10.551
O 11.375 -20.098 -6.441
H 10.560 -20.597 -6.500
H 11.121 -19.198 -6.642
O 7.111 -15.272 -10.173
H 8.038 -15.396 -9.972
H 7.079 -15.202 -11.127
O 11.813 -15.032 -6.201
H 12.171 -14.169 -6.408
H 11.416 -15.330 -7.019
O 8.277 -18.664 -8.055
H 8.904 -17.976 -8.279
H 8.780 -19.476 -8.114
O 14.566 -17.664 -10.487
H 13.801 -17.444 -11.018
H 15.208 -17.994 -11.115
O 7.547 -18.291 -13.081
H 7.992 -18.529 -12.268
H 7.297 -19.128 -13.472
O 11.338 -20.886 -11.990
H 10.449 -21.186 -12.182
H 11.379 -20.854 -11.034
O 7.653 -14.353 -7.288
H 7.471 -14.498 -8.217
H 7.967 -15.200 -6.971
O 6.993 -15.802 -12.890
H 6.042 -15.720 -12.960
H 7.157 -16.744 -12.943
O 13.593 -18.028 -7.940
H 14.131 -17.948 -8.728
H 12.711 -17.791 -8.227
O 10.902 -13.517 -10.690
H 11.818 -13.287 -10.532
H 10.745 -14.275 -10.127
O 9.154 -16.334 -6.192
H 9.141 -17.256 -5.937
H 9.800 -16.289 -6.897
O 11.157 -20.686 -9.173
H 10.528 -21.174 -8.641
H 11.497 -20.012 -8.585
```

These are the Löwdin partial charges, in e, on atoms 1 to 6: number 1, C, carries 0.0373; number 2, C, carries -0.7408; number 3, O, carries -0.0758; number 4, O, carries 0.0206; number 5, H, carries 0.0693; number 6, H, carries 0.0659



A cluster of 2 separate species, C2H2Cl3NO in total in a non-equilibrium geometry. Source: the Open Molecules 2025 dataset; level of theory: ωB97M-V/def2-TZVPD.

Output
- Calculated total energy: -1587.8462 a.u.
- Molecular weight: 162.40 g mol⁻¹
- Orbital gap: 10.7166 eV
- Net charge: 0
- HOMO energy: -0.37921 Eh
- Energy relative to the best compared isomer or geometry (same formula, charge and spin): 334.0 kJ/mol

```
9
C2H2Cl3NO (ωB97M-V/def2-TZVPD)
C -1.364 0.215 0.584
C 1.221 -0.036 -0.105
N -1.900 0.135 -0.444
O -2.526 0.044 -1.453
Cl 2.648 0.396 -1.022
Cl 0.968 -1.774 -0.257
Cl 1.567 0.383 1.652
H -0.858 0.170 1.513
H 0.243 0.468 -0.468
```

These are the Löwdin partial charges, in e, on atoms 1 to 6: number 1, C, carries 0.0622; number 2, C, carries -1.5148; number 3, N, carries -0.2214; number 4, O, carries 0.0441; number 5, Cl, carries 0.5381; number 6, Cl, carries 0.5447



net charge of number 1 (C38H34AsCrI2N4O3)? +2



Please write out number 6 again, unchanged.
A cluster of 2 separate species, C2H2Cl3NO in total in a non-equilibrium geometry. Source: the Open Molecules 2025 dataset; level of theory: ωB97M-V/def2-TZVPD.

Output
- Calculated total energy: -1587.8462 a.u.
- Molecular weight: 162.40 g mol⁻¹
- Orbital gap: 10.7166 eV
- Net charge: 0
- HOMO energy: -0.37921 Eh
- Energy relative to the best compared isomer or geometry (same formula, charge and spin): 334.0 kJ/mol

```
9
C2H2Cl3NO (ωB97M-V/def2-TZVPD)
C -1.364 0.215 0.584
C 1.221 -0.036 -0.105
N -1.900 0.135 -0.444
O -2.526 0.044 -1.453
Cl 2.648 0.396 -1.022
Cl 0.968 -1.774 -0.257
Cl 1.567 0.383 1.652
H -0.858 0.170 1.513
H 0.243 0.468 -0.468
```

These are the Löwdin partial charges, in e, on atoms 1 to 6: number 1, C, carries 0.0622; number 2, C, carries -1.5148; number 3, N, carries -0.2214; number 4, O, carries 0.0441; number 5, Cl, carries 0.5381; number 6, Cl, carries 0.5447



Among the records above, which one has the lowest calculated total energy? C38H34AsCrI2N4O3



Look up the calculated total energy of the sixth one. -1587.8462 a.u.